39
Properties=species:S:1:pos:R:3:nbo_charge:R:1 method="wB97M-V/def2-TZVPD" e_homo_ha=-0.3974 charge=+1 spin_multiplicity=1 de_lowest_kcal_mol=69.03 e_tot_ev=-23796.191 orbital_gap_ev=3.606
C -2.981 2.385 -0.443 -0.6131
C -1.961 3.341 0.225 -0.9001
Si -0.395 4.007 -0.632 1.8622
C -0.194 3.044 -2.234 -1.1516
C 1.092 3.493 0.437 -1.1242
H -0.127 -0.920 0.190 0.1847
H -3.966 2.597 -0.009 0.2445
H -3.057 2.520 -1.526 0.2198
H -2.757 1.331 -0.231 0.2373
H -2.490 4.255 0.535 0.2641
H -1.568 2.885 1.141 0.2734
H -0.151 3.737 -3.081 0.2783
H 0.741 2.464 -2.195 0.2837
H -1.050 2.364 -2.352 0.2833
H 1.686 4.366 0.726 0.2764
H 0.736 2.988 1.346 0.2789
H 1.739 2.807 -0.128 0.2846
C -0.981 -2.150 1.573 -0.3828
C -2.438 -1.942 1.063 -0.4364
C -2.337 -2.244 -0.417 -0.1857
C -1.059 -2.404 -0.823 -0.1862
C -0.127 -1.988 0.298 -0.2957
C 1.374 -2.257 0.289 0.0736
C 2.030 -2.585 -0.905 -0.2412
C 3.424 -2.495 -0.986 -0.2008
C 4.178 -2.117 0.130 -0.2270
C 3.523 -1.817 1.332 -0.2047
C 2.133 -1.907 1.420 -0.2421
H -0.742 -1.383 2.312 0.1999
H -0.846 -3.130 2.051 0.2188
H -3.163 -2.579 1.577 0.2293
H -2.752 -0.899 1.242 0.1873
H -3.220 -2.282 -1.043 0.2144
H -0.647 -2.650 -1.804 0.2178
H 1.450 -2.874 -1.786 0.2090
H 3.927 -2.712 -1.931 0.2193
H 5.271 -2.090 0.083 0.2227
H 4.092 -1.507 2.211 0.2178
H 1.610 -1.652 2.348 0.2104

***

114
Properties=species:S:1:pos:R:3:lowdin_charge:R:1 method="wB97M-V/def2-TZVPD" e_homo_ha=-0.4170 charge=+1 spin_multiplicity=1 de_lowest_kcal_mol=149.66 e_tot_ev=-103457.240 orbital_gap_ev=7.243
C 1.906 -1.669 2.674 0.0534
C 3.064 -1.048 2.114 -0.0742
C 4.347 -0.365 1.290 -0.1889
C 5.765 -1.149 1.537 -0.1803
C 6.420 -1.771 0.129 -0.1210
C 6.974 -0.499 -0.741 -0.0907
C 8.453 0.204 -0.491 -0.5043
I 9.943 -0.385 1.007 0.8562
N 8.598 1.367 -1.469 -0.0529
F 9.653 2.228 -1.603 0.0693
C 7.264 1.326 -2.206 -0.0301
C 7.067 2.522 -3.336 -0.0103
C 6.477 3.844 -2.290 -0.1312
C 5.194 4.769 -2.984 -0.0654
O 5.028 3.682 -1.754 -0.2166
N 6.268 0.241 -1.853 0.0165
C 4.887 -0.003 -2.497 -0.1017
C 4.762 -1.552 -2.993 -0.1681
C 3.511 -2.410 -2.396 -0.2123
C 2.103 -1.593 -2.216 -0.2391
C 1.461 -1.044 -3.620 -0.1912
C -0.173 -0.855 -3.336 -0.2107
C -0.598 0.683 -2.958 -0.2074
C 0.063 1.267 -1.576 -0.2185
C -0.441 0.531 -0.199 -0.1503
C 0.116 1.483 1.059 -0.2121
O -0.695 2.712 1.152 -0.3189
C 0.229 3.858 1.256 -0.1245
H 0.882 -2.244 2.767 0.0726
H 4.344 0.769 1.596 0.1217
H 4.053 -0.419 0.158 0.0729
H 5.557 -2.000 2.330 0.1227
H 6.531 -0.331 1.940 0.1138
H 7.334 -2.470 0.439 0.1272
H 5.579 -2.367 -0.423 0.0993
H 8.069 2.908 -3.801 0.1310
H 6.209 2.317 -4.104 0.1211
H 7.336 4.455 -1.605 0.1918
H 5.861 5.725 -2.712 0.0722
H 4.274 5.226 -2.460 0.1429
H 4.908 0.668 -3.485 0.1400
H 4.001 0.407 -1.856 0.1234
H 5.748 -2.148 -2.760 0.1183
H 4.655 -1.552 -4.175 0.1324
H 3.721 -2.973 -1.383 0.1044
H 3.288 -3.274 -3.191 0.1318
H 1.324 -2.373 -1.755 0.1260
H 2.179 -0.731 -1.399 0.0858
H 1.983 -0.041 -3.927 0.1108
H 1.630 -1.903 -4.424 0.1219
H -0.690 -1.115 -4.380 0.1180
H -0.589 -1.641 -2.567 0.1112
H -0.279 1.356 -3.887 0.1217
H -1.773 0.712 -2.810 0.1270
H -0.295 2.403 -1.493 0.1251
H 1.233 1.303 -1.559 0.0919
H -0.044 -0.575 -0.083 0.1030
H -1.629 0.541 -0.078 0.1356
H 1.239 1.795 0.898 0.1084
H 0.031 0.920 2.094 0.1276
H 0.853 3.807 2.263 0.1125
H -0.399 4.862 1.206 0.1110
H 1.000 3.919 0.358 0.0980
C -3.168 3.469 1.457 -0.1288
O -4.348 4.244 1.477 -0.2081
P -5.723 3.457 1.191 0.4471
O -5.639 2.405 0.130 -0.2477
O -6.772 4.647 0.891 -0.2141
C -6.491 5.448 -0.240 -0.1133
O -6.150 2.937 2.653 -0.2050
C -6.992 1.806 2.714 -0.1067
H -2.782 3.438 0.435 0.0914
H -2.425 3.938 2.106 0.0824
H -3.354 2.451 1.810 0.0930
H -6.246 4.826 -1.106 0.0823
H -5.654 6.119 -0.020 0.0891
H -7.372 6.049 -0.476 0.0959
H -6.376 0.902 2.682 0.0943
H -7.709 1.794 1.890 0.0822
H -7.540 1.823 3.660 0.0942
C 3.205 -8.458 5.367 -0.1128
O 3.632 -7.123 5.528 -0.2221
P 2.482 -6.039 5.837 0.4335
O 1.206 -6.240 5.082 -0.2482
O 3.222 -4.630 5.565 -0.2115
C 3.673 -4.415 4.241 -0.1323
O 2.356 -6.095 7.440 -0.2103
C 1.130 -5.684 8.006 -0.1154
H 2.953 -8.626 4.316 0.0933
H 4.021 -9.128 5.649 0.0927
H 2.336 -8.677 5.993 0.0893
H 2.891 -4.668 3.519 0.0840
H 4.563 -5.023 4.050 0.0869
H 3.934 -3.360 4.124 0.0634
H 0.443 -6.535 8.022 0.0943
H 0.686 -4.859 7.443 0.0882
H 1.306 -5.356 9.034 0.0925
C -11.357 1.927 -4.138 -0.1157
O -11.099 0.941 -3.161 -0.2213
P -9.553 0.693 -2.788 0.4352
O -8.609 0.739 -3.948 -0.2488
O -9.587 -0.710 -1.991 -0.2145
C -10.037 -1.829 -2.729 -0.1187
O -9.284 1.779 -1.631 -0.2050
C -7.950 2.199 -1.438 -0.1283
H -11.332 1.461 -5.127 0.0932
H -12.351 2.345 -3.965 0.0913
H -10.620 2.734 -4.094 0.0869
H -9.549 -1.872 -3.707 0.0881
H -11.123 -1.774 -2.861 0.0884
H -9.795 -2.739 -2.174 0.0901
H -7.735 3.024 -2.124 0.0931
H -7.244 1.382 -1.608 0.0895
H -7.837 2.558 -0.411 0.0527